1.
Molecular formula: C26H73InN5Na3O12P
Method: DFT, the ωB97M-V functional and the def2-TZVPD basis

Geometry as XYZ:
```
121
C26H73InN5Na3O12P | OMol25 | the ωB97M-V functional and the def2-TZVPD basis
In -1.45983 -3.29476 -0.51065
Na 1.52379 2.22938 -0.21087
Na 1.23543 -0.39771 -2.78794
Na 1.80801 -1.90971 1.89454
P 0.49553 -0.37745 -0.03500
O 1.83047 0.12796 0.58392
O -0.45312 -1.04644 1.07719
O 0.78202 -1.60869 -0.87976
O -0.14911 0.70473 -0.93623
C 5.30923 0.02673 -0.15812
C 4.70218 0.87008 -1.24660
C 5.59538 1.09804 -2.44032
O 6.84701 1.65623 -2.09621
C 7.01875 2.77773 -1.29405
N 3.47937 0.18941 -1.64030
H 5.87957 0.69059 0.49156
H 5.95107 -0.74864 -0.57638
H 4.62306 -0.57898 0.43380
H 4.37882 1.84836 -0.89092
H 5.12216 1.63883 -3.25990
H 5.89913 0.13368 -2.84756
H 6.26822 2.86200 -0.50811
H 6.79439 3.53978 -2.04041
H 8.03285 2.98838 -0.95446
H 2.87517 -0.01426 -0.85699
H 3.73976 -0.76975 -1.82008
C -1.45806 3.59906 -2.27157
C -1.53177 2.61019 -3.42562
C -1.61907 3.29079 -4.83752
O -2.78168 4.04947 -5.03521
C -3.99266 3.29053 -5.11058
N -0.35270 1.75225 -3.30707
H -1.12677 3.02967 -1.40314
H -2.40198 4.12890 -2.14361
H -0.59409 4.23997 -2.44730
H -2.39365 1.95289 -3.31070
H -1.45198 2.59303 -5.65807
H -0.79681 3.97666 -5.04143
H -4.41033 3.25003 -4.10459
H -3.84711 2.31362 -5.57161
H -4.58886 3.72821 -5.91126
H -0.67232 0.96550 -3.85383
H -0.44978 1.39268 -2.36825
C -4.33293 1.12964 -1.03721
C -3.83327 -0.31555 -0.67430
C -4.93395 -1.37075 -0.75331
O -4.60922 -2.62645 -0.21711
C -5.70195 -3.45682 0.12776
N -2.67145 -0.76995 -1.49438
H -5.03557 1.48854 -0.28515
H -4.74100 1.22086 -2.04382
H -3.60719 1.91535 -0.82726
H -3.40102 -0.17422 0.31630
H -5.19020 -1.46557 -1.80850
H -5.84117 -1.01674 -0.26367
H -6.29547 -3.23259 1.01408
H -5.41590 -4.49449 0.29956
H -6.36845 -3.54332 -0.73038
H -1.95547 -0.05760 -1.49069
H -2.82414 -0.84753 -2.48976
C -4.28855 -2.54627 3.74872
C -3.58610 -1.55637 2.87235
C -3.07822 -0.29888 3.68069
O -4.11338 0.41172 4.35318
C -5.13221 1.10370 3.52879
N -2.42309 -2.23800 2.36827
H -5.27637 -2.27707 4.12268
H -3.66182 -2.91974 4.55855
H -4.47670 -3.38249 3.07534
H -4.13831 -1.07424 2.06567
H -2.52187 0.32543 2.98154
H -2.42723 -0.69508 4.46000
H -5.51146 1.86633 4.20899
H -5.97443 0.46740 3.25696
H -4.74257 1.62718 2.65572
H -2.05287 -2.67278 3.20135
H -1.71712 -1.60336 2.02340
C 2.68575 -5.77825 -1.30824
C 1.94170 -4.49151 -1.70880
C 2.78059 -3.70150 -2.78916
O 3.98949 -3.21913 -2.23595
C 4.84864 -2.80171 -3.26242
N 0.67512 -4.90339 -2.24710
H 2.99191 -6.39109 -2.15608
H 2.16226 -6.35660 -0.54694
H 3.55809 -5.40028 -0.77508
H 1.70520 -3.94623 -0.79510
H 2.13876 -2.89956 -3.15391
H 2.88194 -4.34222 -3.66513
H 5.13742 -3.56063 -3.98958
H 5.71392 -2.40721 -2.72973
H 4.49306 -1.94414 -3.83359
H 0.83651 -5.62995 -2.92987
H 0.28250 -4.20512 -2.86222
C 1.00942 1.07116 5.38632
C 0.26928 0.89403 4.07438
O 0.44969 -0.45786 3.63214
H 1.00464 2.13343 5.63058
H 2.06901 0.81546 5.38530
H 0.46408 0.66618 6.23878
H 0.65973 1.51778 3.27028
H -0.80941 1.01290 4.17645
H 0.00449 -0.43713 2.78187
C -2.24229 3.42520 2.70452
C -1.90273 2.90585 1.26487
O -0.61588 2.44931 1.13253
H -3.25152 3.83005 2.77979
H -1.66535 4.34375 2.81184
H -2.26064 2.71130 3.52800
H -2.25967 3.54125 0.45435
H -2.61299 2.09971 1.08109
H -0.64049 1.79960 0.42623
C 5.48356 1.30231 3.45093
C 4.27587 0.48389 3.25070
O 3.29412 1.23388 2.69693
H 5.24157 2.10818 4.14384
H 5.85468 1.70038 2.50652
H 6.29335 0.73366 3.90809
H 4.03648 -0.02821 4.18266
H 4.41174 -0.39831 2.62511
H 2.83742 0.80149 1.97162
```

## Properties
**HOMO level (alpha / beta)**: -0.6231 / -0.6231 Eh
**LUMO level (alpha / beta)**: -14.31 / -14.65 eV
**Multiplicity**: 2
**Kohn-Sham gap (alpha / beta)**: 2.649 / 2.309 eV
**Total charge**: +4
**Total energy**: -3228.01407 a.u.

Atomic partial charges in e from the Mulliken method, atoms 1 to 2:
1. In 1.23
2. Na 0.84

2.
Molecular formula: C21H42NO24Tl
Method: DFT, the ωB97M-V functional and the def2-TZVPD basis

Geometry as XYZ:
```
89
C21H42NO24Tl | OMol25 | the ωB97M-V functional and the def2-TZVPD basis
Tl -13.98959 -13.74954 11.07024
N -10.86949 -13.69231 9.29932
O -11.91350 -13.05941 9.01873
O -9.80332 -13.53932 8.69136
O -10.85657 -14.31778 10.28908
C -13.57942 -12.82007 6.34001
O -14.88865 -13.29523 6.09265
C -15.55682 -13.79693 7.15975
O -15.18558 -13.66022 8.31245
O -16.67177 -14.33266 6.71277
C -17.54295 -15.07518 7.60127
H -12.89329 -13.45087 6.90518
H -13.68007 -11.88393 6.88919
H -12.99108 -12.48658 5.48518
H -17.99535 -14.52439 8.42593
H -16.95922 -15.88334 8.04199
H -18.36444 -15.50062 7.02485
C -7.20957 -15.02966 9.66715
O -5.96425 -15.72862 9.66344
C -5.87470 -17.05379 9.76614
O -6.87139 -17.82828 9.80936
O -4.50176 -17.40564 9.64959
C -4.15288 -18.74881 9.77978
H -7.13790 -13.94566 9.57816
H -7.81062 -15.33940 10.52208
H -7.84127 -15.32247 8.82851
H -3.28787 -18.91139 10.42275
H -3.78930 -19.12816 8.82479
H -4.98440 -19.23681 10.28824
C -10.80737 -15.25684 14.21337
O -11.62016 -16.44182 14.46917
C -12.82410 -16.52655 13.95735
O -13.38496 -15.68140 13.21810
O -13.35851 -17.67927 14.48297
C -14.70643 -18.14133 14.17576
H -9.92960 -15.27070 14.85947
H -11.34490 -14.35496 14.50625
H -10.53791 -15.07346 13.17324
H -14.76568 -18.64373 13.21026
H -15.38408 -17.28867 14.13268
H -15.01512 -18.83674 14.95628
C -5.96396 -8.73022 13.03555
O -6.36944 -10.08675 12.74824
C -7.68115 -10.35731 12.64711
O -8.63195 -9.55916 12.93084
O -7.84044 -11.65170 12.37786
C -9.08437 -12.10302 11.81587
H -6.18083 -8.56012 14.09013
H -6.53968 -8.04186 12.41684
H -4.96421 -8.40176 12.75145
H -9.95513 -12.08276 12.47121
H -8.98022 -13.11576 11.42651
H -9.39599 -11.53969 10.93630
C -11.54521 -9.88302 10.38848
O -12.70933 -9.22076 9.94168
C -13.78467 -9.93141 9.60891
O -14.01520 -11.13440 9.71122
O -14.68696 -9.00528 9.01747
C -16.05733 -9.46477 8.75453
H -10.73394 -9.17269 10.54776
H -11.26317 -10.68771 9.70949
H -11.60889 -10.36619 11.36346
H -16.25523 -10.49791 9.04011
H -16.17621 -9.51464 7.67218
H -16.74103 -8.72631 9.17327
C -9.25145 -14.27196 5.75062
O -10.66895 -14.58182 5.63558
C -11.02619 -15.78381 5.02975
O -10.26607 -16.46091 4.32152
O -12.41128 -15.87437 5.27125
C -13.18848 -16.64599 4.39679
H -9.31859 -13.23735 6.08702
H -8.69613 -14.33087 4.81454
H -8.78480 -14.90008 6.50944
H -14.24757 -16.43758 4.54839
H -12.99715 -17.71587 4.31389
H -12.94408 -16.33689 3.38050
C -3.49275 -9.95653 9.94078
O -4.81205 -9.58353 9.46175
C -5.82353 -10.38242 9.16964
O -5.68681 -11.63907 9.00622
O -6.92030 -9.63043 9.28213
C -8.12394 -9.90882 8.60919
H -3.30732 -11.01866 9.78082
H -3.29435 -9.58408 10.94577
H -2.68955 -9.50754 9.35651
H -8.51504 -10.87900 8.91560
H -8.00617 -9.80767 7.53030
H -8.90036 -9.19196 8.87640
```

## Properties
**HOMO level**: -0.5559 Eh
**LUMO level**: -13.05 eV
**Multiplicity**: 1
**Kohn-Sham gap**: 2.077 eV
**Total charge**: +2
**Total energy**: -2857.34107 a.u.

Atomic partial charges in e from the Mulliken method, atoms 1 to 2:
1. Tl 1.03
2. N 0.97